Record 1
ORCA calculation (ωB97M-V/def2-TZVPD) on a molecular structure, C20H32FO14S.

Properties
F_max: 7.73 eV/Å
Frontier orbital gap: 8.8 eV
LUMO energy: 0.08379 Eh

```
! RIJCOSX wB97M-V def2-TZVPD def2/J DEFGRID3
* xyz -1 1
F 0.492 -0.522 0.773
C -1.424 3.690 1.485
C 0.111 3.670 1.350
C 0.639 2.408 0.533
O 1.483 3.062 -0.465
C 1.377 4.359 -0.421
O 1.946 5.039 -1.194
O 0.558 4.702 0.536
H -1.891 2.942 2.131
H -1.794 3.434 0.576
H -1.960 4.650 1.719
H 0.612 3.601 2.212
H 0.006 1.868 0.040
H 1.221 1.958 1.242
C -3.543 0.434 -1.300
C -4.132 0.043 0.068
C -3.128 -0.162 1.145
O -3.501 0.755 2.193
C -4.407 1.528 1.633
O -4.848 2.509 2.242
O -4.893 1.085 0.555
H -4.279 0.614 -1.988
H -3.064 -0.230 -1.897
H -2.952 1.303 -1.109
H -4.814 -0.932 -0.116
H -2.242 -0.050 0.660
H -3.316 -1.145 1.238
C -0.325 -1.877 5.126
C -1.073 -2.093 3.802
C -0.581 -3.110 2.806
O -1.725 -3.814 2.579
C -2.693 -3.459 3.327
O -3.786 -3.975 3.324
O -2.349 -2.552 4.141
H 0.665 -1.270 4.838
H -0.236 -2.774 5.422
H -0.990 -1.393 6.029
H -1.329 -0.936 3.475
H 0.178 -3.675 3.187
H -0.148 -2.824 1.708
C 3.316 -2.803 -0.474
C 3.764 -1.449 -0.986
C 3.466 -0.541 0.157
O 4.768 -0.020 0.509
C 5.691 -0.514 -0.243
O 6.937 -0.445 -0.094
O 5.085 -1.378 -1.221
H 3.857 -3.131 0.482
H 3.543 -3.569 -1.111
H 2.152 -2.585 0.047
H 3.233 -1.381 -1.841
H 3.176 -0.796 1.048
H 2.804 0.312 -0.213
C 0.980 1.067 -4.842
C 1.291 0.881 -3.369
C 0.413 0.012 -2.634
S 0.175 -1.214 -3.798
O -1.225 -1.588 -3.795
O 1.132 -2.185 -3.595
C 0.727 -0.356 -5.242
H 1.738 1.816 -5.371
H 0.130 1.639 -4.948
H 1.235 2.049 -3.016
H 2.169 0.338 -3.277
H -0.734 0.375 -2.405
H 0.627 -0.216 -1.698
H -0.069 -0.382 -5.965
H 1.752 -0.798 -5.712
*
```

What are the Mulliken partial charges on each atom? They are as follows, in elementary charge units: number 1, F, carries -0.79; number 2, C, carries -1.36; number 3, C, carries 0.42; number 4, C, carries -0.43; number 5, O, carries -0.31; number 6, C, carries 0.63; number 7, O, carries -0.60; number 8, O, carries -0.41; number 9, H, carries 0.32; number 10, H, carries 0.36; number 11, H, carries 0.34; number 12, H, carries 0.51; number 13, H, carries 0.18; number 14, H, carries 0.28; number 15, C, carries -1.72; number 16, C, carries 0.60; number 17, C, carries -0.35; number 18, O, carries -0.28; number 19, C, carries 0.51; number 20, O, carries -0.68; number 21, O, carries -0.29; number 22, H, carries 0.54; number 23, H, carries 0.54; number 24, H, carries 0.22; number 25, H, carries 0.22; number 26, H, carries 0.34; number 27, H, carries 0.30; number 28, C, carries -1.65; number 29, C, carries 1.12; number 30, C, carries -0.13; number 31, O, carries -0.37; number 32, C, carries 0.72; number 33, O, carries -0.67; number 34, O, carries -0.41; number 35, H, carries 0.29; number 36, H, carries 0.65; number 37, H, carries 0.26; number 38, H, carries -0.14; number 39, H, carries 0.44; number 40, H, carries -0.11; number 41, C, carries -1.52; number 42, C, carries 1.30; number 43, C, carries 0.09; number 44, O, carries -0.41; number 45, C, carries 0.50; number 46, O, carries -0.63; number 47, O, carries -0.46; number 48, H, carries 0.38; number 49, H, carries 0.49; number 50, H, carries 0.13; number 51, H, carries -0.17; number 52, H, carries 0.43; number 53, H, carries -0.22; number 54, C, carries -0.95; number 55, C, carries -0.05; number 56, C, carries 0.34; number 57, S, carries 1.21; number 58, O, carries -0.74; number 59, O, carries -0.62; number 60, C, carries -0.67; number 61, H, carries 0.32; number 62, H, carries 0.44; number 63, H, carries -0.08; number 64, H, carries 0.23; number 65, H, carries -0.39; number 66, H, carries 0.16; number 67, H, carries 0.51; number 68, H, carries 0.25



Record 2
ORCA calculation (ωB97M-V/def2-TZVPD) on 2 unconnected molecules or ions with the total composition C4H5O2.

Properties
F_max: 4.01 eV/Å
Frontier orbital gap (spin up / spin down): 9.2 / 7.2 eV
LUMO energy (spin up / spin down): -0.21090 / -0.25289 Eh

```
! RIJCOSX wB97M-V def2-TZVPD def2/J DEFGRID3
* xyz 1 1
C -1.452 0.182 -0.117
C -0.971 -0.654 -2.008
C -0.116 -0.078 -0.167
C 1.922 0.418 1.790
O -1.939 -0.171 -1.324
O 0.141 -0.696 -1.323
H -2.031 0.405 0.737
H -1.120 -0.939 -3.021
H 2.091 -0.370 1.108
H 1.125 0.395 2.554
H 2.350 1.507 1.772
*
```

What are the Mulliken partial charges on each atom? They are as follows, in elementary charge units: number 1, C, carries -0.30; number 2, C, carries 0.28; number 3, C, carries 0.07; number 4, C, carries -0.43; number 5, O, carries -0.19; number 6, O, carries -0.18; number 7, H, carries 0.38; number 8, H, carries 0.40; number 9, H, carries 0.39; number 10, H, carries 0.30; number 11, H, carries 0.30



Record 3
ORCA calculation (ωB97M-V/def2-TZVPD) on a gas-phase ion, C6H12N (charge +1).

Properties
F_max: 5.93 eV/Å
Frontier orbital gap: 10.1 eV
LUMO energy: -0.13453 Eh

```
! RIJCOSX wB97M-V def2-TZVPD def2/J DEFGRID3
* xyz 1 1
C -2.582 0.150 -0.504
C -1.351 -0.277 -0.349
C -0.288 -0.992 -1.119
C 0.848 -0.186 -0.463
C 2.115 -0.828 0.125
C -0.050 0.246 0.719
N 0.062 1.665 1.094
H -3.178 0.834 0.078
H -3.307 -0.353 -1.287
H -0.242 -2.158 -0.880
H -0.402 -1.026 -2.197
H 0.996 0.608 -1.134
H 1.828 -1.868 0.682
H 2.470 -0.093 0.837
H 2.842 -1.082 -0.665
H 0.033 -0.606 1.474
H -0.702 2.043 1.714
H 0.010 2.278 0.308
H 0.895 1.644 1.569
*
```

What are the Mulliken partial charges on each atom? They are as follows, in elementary charge units: number 1, C, carries -0.91; number 2, C, carries 0.32; number 3, C, carries -0.50; number 4, C, carries -0.14; number 5, C, carries -1.17; number 6, C, carries -0.47; number 7, N, carries -0.08; number 8, H, carries 0.28; number 9, H, carries 0.22; number 10, H, carries 0.24; number 11, H, carries 0.37; number 12, H, carries 0.46; number 13, H, carries 0.28; number 14, H, carries 0.30; number 15, H, carries 0.39; number 16, H, carries 0.31; number 17, H, carries 0.37; number 18, H, carries 0.37; number 19, H, carries 0.35



Record 4
ORCA calculation (ωB97M-V/def2-TZVPD) on 2 unconnected molecules or ions with the total composition C3H5Cl2P.

Properties
F_max: 3.73 eV/Å
Frontier orbital gap (spin up / spin down): 7.2 / 7.2 eV
LUMO energy (spin up / spin down): -0.02100 / -0.01961 Eh

```
! RIJCOSX wB97M-V def2-TZVPD def2/J DEFGRID3
* xyz 0 1
C -1.458 0.829 -0.726
C -1.091 0.280 0.464
C -0.194 -0.847 0.399
P 2.295 -0.031 0.810
Cl 3.060 -1.519 -0.262
Cl 2.372 1.498 -0.499
H -2.235 1.536 -0.603
H -1.141 0.386 -1.714
H -1.361 0.723 1.375
H -0.156 -1.551 1.336
H -0.090 -1.304 -0.580
*
```

What are the Mulliken partial charges on each atom? They are as follows, in elementary charge units: number 1, C, carries -0.78; number 2, C, carries 0.21; number 3, C, carries -1.01; number 4, P, carries 0.35; number 5, Cl, carries -0.18; number 6, Cl, carries -0.17; number 7, H, carries 0.29; number 8, H, carries 0.22; number 9, H, carries 0.37; number 10, H, carries 0.35; number 11, H, carries 0.34